1.
DFT (ωB97M-V with the def2-TZVPD basis set) results for C34H42F6N2SSbSi3Ti as an isolated structure.

XYZ file:
```
90
Properties=species:S:1:pos:R:3
Sb -1.682 -0.143 1.499
Ti 0.495 0.077 -1.365
S 2.068 -0.237 -3.639
Si 0.278 0.200 4.006
Si -3.004 0.580 -1.377
Si 0.486 -2.678 2.681
F -0.442 1.158 -3.574
F 2.556 5.874 0.032
F 3.784 1.408 -5.610
F -1.116 3.563 -4.654
F 3.108 3.745 -6.730
F 0.675 4.863 -6.265
N 1.159 -0.946 0.158
N -0.515 -1.670 -2.270
C -1.024 -3.884 -2.934
C -2.211 -2.868 -1.110
C -1.459 -1.704 -1.307
C 1.244 2.088 -1.089
C 0.248 -0.811 2.402
C 2.347 2.701 -1.699
C -1.995 -3.951 -1.936
C 3.420 -0.336 -0.469
C 1.683 1.206 -4.530
C 2.195 -1.047 -0.779
C -4.642 0.261 -0.482
C 2.790 3.967 -1.339
C 2.535 0.140 1.742
C 2.229 3.111 -5.939
C -0.294 -2.720 -3.060
C 2.314 -3.006 2.975
C -1.326 -0.022 4.974
C -2.943 -1.780 2.149
C 3.559 0.260 0.733
C 0.031 -3.789 1.239
C 0.618 2.822 -0.074
C 1.042 4.090 0.321
C -0.444 -3.338 4.185
C 1.365 -0.476 1.446
C 0.088 3.028 -4.890
C -3.316 0.028 -3.149
C -2.698 2.428 -1.315
C -1.604 -0.401 -0.620
C 2.123 4.636 -0.332
C 0.446 1.815 -4.349
C 2.560 1.896 -5.364
C 1.646 -0.283 5.213
C 0.419 2.040 3.654
C 0.994 3.688 -5.703
H -5.457 0.796 -0.978
H -1.810 2.711 -1.883
H -4.890 -0.804 -0.490
H -1.547 -1.063 5.208
H 0.616 2.578 4.586
H -2.533 -2.764 1.937
H 0.551 4.640 1.114
H -0.837 -4.719 -3.595
H -0.257 -4.414 4.247
H -2.963 -2.890 -0.334
H -0.237 2.404 0.454
H 4.214 -0.311 -1.207
H 4.466 0.803 0.971
H 0.485 -2.587 -3.801
H 2.648 -0.166 4.801
H -0.104 -2.892 5.121
H 1.545 -1.315 5.553
H 1.210 2.278 2.944
H -2.184 0.403 4.448
H 2.902 2.162 -2.458
H -4.155 0.595 -3.562
H -2.559 2.770 -0.287
H -3.902 -1.669 1.641
H 3.645 4.431 -1.816
H 2.268 -1.979 -1.346
H 0.424 -3.389 0.303
H -1.039 -3.949 1.119
H -1.228 0.518 5.921
H -0.520 2.417 3.243
H 2.879 -2.841 2.054
H -1.522 -3.194 4.110
H -2.456 0.177 -3.798
H -3.582 -1.032 -3.181
H -2.583 -4.853 -1.812
H -3.107 -1.685 3.223
H -3.555 2.963 -1.734
H 0.493 -4.766 1.416
H 2.452 -4.048 3.280
H 2.736 0.507 2.739
H 1.569 0.364 6.093
H 2.746 -2.363 3.743
H -4.613 0.593 0.559
```

Values from the calculation:
- Total energy: -4386.0227 hartree
- Net charge: -1
- Energy relative to the best compared isomer or geometry (same formula, charge and spin): 0.0 kJ/mol
- 2S+1: 1
- Kohn-Sham gap: 6.20 eV

Let us look at the Löwdin charges, expressed in e, one per atom: number 1, Sb, carries 1.42; number 2, Ti, carries 0.81; number 3, S, carries 0.71; number 4, Si, carries 0.40; number 5, Si, carries 0.38; number 6, Si, carries 0.47; number 7, F, carries 0.01; number 8, F, carries 0.02; number 9, F, carries 0.07; number 10, F, carries 0.11; number 11, F, carries 0.10; number 12, F, carries 0.10; number 13, N, carries -0.12; number 14, N, carries 0.01; number 15, C, carries -0.06; number 16, C, carries -0.05; number 17, C, carries -0.43; number 18, C, carries -0.20; number 19, C, carries -0.55; number 20, C, carries -0.12; number 21, C, carries -0.06; number 22, C, carries -0.12; number 23, C, carries -0.56; number 24, C, carries -0.38; number 25, C, carries -0.20; number 26, C, carries -0.02; number 27, C, carries -0.08; number 28, C, carries -0.15; number 29, C, carries -0.12; number 30, C, carries -0.16; number 31, C, carries -0.20; number 32, C, carries -0.32; number 33, C, carries -0.09; number 34, C, carries -0.16; number 35, C, carries -0.14; number 36, C, carries -0.03; number 37, C, carries -0.18; number 38, C, carries -0.46; number 39, C, carries -0.14; number 40, C, carries -0.16; number 41, C, carries -0.17; number 42, C, carries -0.56; number 43, C, carries -0.29; number 44, C, carries -0.25; number 45, C, carries -0.24; number 46, C, carries -0.18; number 47, C, carries -0.18; number 48, C, carries -0.15; number 49, H, carries 0.02; number 50, H, carries 0.02; number 51, H, carries 0.02; number 52, H, carries 0.01; number 53, H, carries 0.03; number 54, H, carries -0.03; number 55, H, carries 0.11; number 56, H, carries 0.10; number 57, H, carries 0.03; number 58, H, carries 0.10; number 59, H, carries 0.05; number 60, H, carries 0.10; number 61, H, carries 0.10; number 62, H, carries 0.08; number 63, H, carries 0.02; number 64, H, carries 0.01; number 65, H, carries 0.02; number 66, H, carries 0.02; number 67, H, carries 0.01; number 68, H, carries 0.07; number 69, H, carries 0.03; number 70, H, carries 0.02; number 71, H, carries -0.01; number 72, H, carries 0.11; number 73, H, carries 0.08; number 74, H, carries 0.03; number 75, H, carries 0.01; number 76, H, carries 0.03; number 77, H, carries 0.02; number 78, H, carries 0.04; number 79, H, carries 0.01; number 80, H, carries 0.02; number 81, H, carries 0.03; number 82, H, carries 0.11; number 83, H, carries -0.01; number 84, H, carries 0.03; number 85, H, carries 0.04; number 86, H, carries 0.03; number 87, H, carries 0.08; number 88, H, carries 0.03; number 89, H, carries 0.02; number 90, H, carries 0.01

***

2.
DFT (ωB97M-V with the def2-TZVPD basis set) results for C34H42N3O2SbSeSn as an isolated structure.

XYZ file:
```
84
Properties=species:S:1:pos:R:3
Sb 1.511 -0.562 1.033
Sn -0.611 -0.324 -2.216
Se -2.426 0.283 -4.020
O -2.371 1.576 4.365
O -2.446 -0.714 4.542
N -0.361 1.889 -1.712
N -2.397 -1.915 -1.761
N -1.891 0.155 -0.337
C -2.333 0.285 2.432
C -2.238 2.954 -5.112
C 3.300 -1.505 -1.407
C 3.094 1.246 2.828
C 3.153 -1.129 3.758
C -1.561 1.275 0.338
C -3.346 2.792 -2.983
C -0.774 2.289 -0.448
C 0.240 4.371 -0.715
C -3.911 -3.615 -2.433
C -2.649 2.189 -4.020
C 1.106 0.261 4.056
C -2.535 4.342 -5.132
C -2.989 -1.930 -0.532
C -0.421 3.484 0.118
C 2.312 -0.088 3.053
C -3.924 -2.870 -0.213
C -0.095 -2.967 2.120
C 1.035 -2.668 1.105
C -3.637 4.154 -2.985
C -3.216 4.926 -4.042
C 0.338 2.720 -2.447
C -4.409 -3.752 -1.165
C -1.817 1.363 1.703
C 2.158 -3.573 1.521
C -2.894 -2.625 -2.723
C -2.357 0.396 3.984
C -2.511 -0.821 0.309
C -2.751 -0.774 1.698
C 0.650 4.011 -1.982
C 3.717 0.778 -0.720
C 0.532 -3.106 -0.232
C 3.465 -0.600 -0.154
C 4.748 -1.133 0.571
H 2.584 -1.053 -2.151
H 3.592 -0.644 4.690
H 0.332 -4.186 -0.282
H 2.557 1.938 2.198
H 4.040 -1.529 3.268
H -4.303 -4.303 -3.150
H 2.592 -1.955 4.191
H 3.776 1.490 0.092
H 4.261 -1.586 -1.915
H -1.664 2.558 -5.940
H -3.682 2.163 -2.171
H 0.665 2.248 -3.381
H 5.634 -0.741 0.056
H 4.894 -0.797 1.603
H 0.476 1.067 3.690
H -4.112 4.592 -2.078
H -3.263 -1.578 2.168
H 1.292 4.626 -2.598
H 1.181 -2.914 -1.132
H -5.161 -4.461 -0.969
H 4.105 1.098 2.394
H 1.918 -4.543 1.182
H -2.543 -2.408 -3.726
H -2.209 4.933 -5.984
H 2.854 1.035 -1.380
H 3.102 -2.560 -1.210
H -0.454 -2.623 -0.378
H -3.445 5.970 -4.037
H -0.743 3.879 1.146
H 4.628 0.916 -1.304
H 0.481 5.363 -0.379
H 3.288 1.717 3.796
H -0.044 -4.032 2.444
H 1.497 0.642 5.009
H 0.469 -0.569 4.304
H 3.083 -3.405 0.968
H 2.342 -3.543 2.603
H -1.708 2.268 2.355
H -4.360 -2.803 0.791
H 4.844 -2.181 0.539
H -1.123 -2.795 1.605
H -0.161 -2.364 3.033
```

Values from the calculation:
- Total energy: -4491.4739 hartree
- Energy relative to the best compared isomer or geometry (same formula, charge and spin): 0.2 kJ/mol
- 2S+1: 1
- Kohn-Sham gap: 6.77 eV

Let us look at the Löwdin charges, expressed in e, one per atom: number 1, Sb, carries 1.58; number 2, Sn, carries 0.94; number 3, Se, carries 0.62; number 4, O, carries -0.02; number 5, O, carries -0.02; number 6, N, carries -0.08; number 7, N, carries -0.08; number 8, N, carries 0.01; number 9, C, carries -0.09; number 10, C, carries -0.13; number 11, C, carries -0.15; number 12, C, carries -0.14; number 13, C, carries -0.14; number 14, C, carries -0.23; number 15, C, carries -0.15; number 16, C, carries -0.20; number 17, C, carries -0.05; number 18, C, carries -0.01; number 19, C, carries -0.67; number 20, C, carries -0.10; number 21, C, carries -0.07; number 22, C, carries -0.21; number 23, C, carries 0.00; number 24, C, carries -0.66; number 25, C, carries 0.01; number 26, C, carries -0.09; number 27, C, carries -0.75; number 28, C, carries -0.09; number 29, C, carries -0.10; number 30, C, carries -0.13; number 31, C, carries -0.04; number 32, C, carries 0.05; number 33, C, carries -0.12; number 34, C, carries -0.16; number 35, C, carries -0.69; number 36, C, carries -0.21; number 37, C, carries 0.05; number 38, C, carries -0.02; number 39, C, carries -0.16; number 40, C, carries -0.19; number 41, C, carries -0.65; number 42, C, carries -0.10; number 43, H, carries 0.05; number 44, H, carries 0.10; number 45, H, carries 0.10; number 46, H, carries 0.05; number 47, H, carries 0.06; number 48, H, carries 0.10; number 49, H, carries 0.07; number 50, H, carries 0.05; number 51, H, carries 0.08; number 52, H, carries 0.09; number 53, H, carries 0.09; number 54, H, carries 0.13; number 55, H, carries 0.08; number 56, H, carries 0.05; number 57, H, carries 0.06; number 58, H, carries 0.12; number 59, H, carries 0.12; number 60, H, carries 0.11; number 61, H, carries 0.06; number 62, H, carries 0.10; number 63, H, carries 0.07; number 64, H, carries 0.06; number 65, H, carries 0.07; number 66, H, carries 0.10; number 67, H, carries 0.06; number 68, H, carries 0.05; number 69, H, carries 0.02; number 70, H, carries 0.09; number 71, H, carries 0.16; number 72, H, carries 0.08; number 73, H, carries 0.11; number 74, H, carries 0.08; number 75, H, carries 0.10; number 76, H, carries 0.09; number 77, H, carries 0.05; number 78, H, carries 0.06; number 79, H, carries 0.08; number 80, H, carries 0.13; number 81, H, carries 0.13; number 82, H, carries 0.05; number 83, H, carries 0.08; number 84, H, carries 0.07